No. 1
C4H9NO2 | the ωB97M-V functional and the def2-TZVPD basis

Its total charge is +1. Its spin multiplicity is 2. The expectation value of S² is 0.75. The value obtained for the LUMO energy (spin up / spin down) is -3.09 / -8.37 eV. As for the largest force on an atom: 5.4 eV/Å. The HOMO energy (spin up / spin down) is -0.551 / -0.550 Eh.

```
16
C4H9NO2, DFT the ωB97M-V functional and the def2-TZVPD basis
H 0.4027 -1.4858 -0.6509
H 0.5649 0.0266 -1.6300
C 1.8864 -0.6485 1.1217
O -1.7856 -0.1939 0.7899
H 1.2892 -1.5920 1.1840
H -3.0108 -0.0963 -1.1997
H 0.8180 2.3963 -0.0912
H 2.8272 -1.0539 0.5643
C 1.6382 1.5792 0.1155
C -1.3005 -0.3251 -0.3701
H 2.1621 2.0966 0.9407
C 0.2294 -0.3433 -0.6475
H 2.4919 1.5640 -0.5635
O -2.1042 -0.4544 -1.4299
N 0.9467 0.3031 0.4482
H 2.2250 -0.3655 2.1100
```

Mulliken population analysis, charges in e, atoms 1 to 6: 0.343, 0.423, -0.874, -0.525, 0.369, 0.400

=====

No. 2
C4H9NO2 | the ωB97M-V functional and the def2-TZVPD basis

Its total charge is +1. Its spin multiplicity is 2. The expectation value of S² is 0.76. The value obtained for the LUMO energy (spin up / spin down) is -5.57 / -6.94 eV. As for the largest force on an atom: 2.6 eV/Å. The HOMO energy (spin up / spin down) is -0.541 / -0.537 Eh.

```
16
C4H9NO2, DFT the ωB97M-V functional and the def2-TZVPD basis
H 1.7920 -1.2622 -2.6051
O -1.5012 0.6486 -0.5774
O -0.5442 -1.2383 0.2575
C -0.2719 0.8024 2.1903
H -0.0722 -0.0150 -2.5744
H 1.1626 2.3452 1.7253
H 1.6255 -1.5772 -0.8379
C 0.9836 1.3039 1.9746
H 0.5194 0.4268 1.2003
C 1.5699 -0.8307 -1.6324
C -0.7604 -0.3048 -0.4999
H 2.3467 -0.0709 -1.4677
H -0.4621 0.0250 2.9259
N 0.2401 -0.3026 -1.6472
H -1.1277 1.3935 1.8732
H 1.7667 0.8383 2.5734
```

Mulliken population analysis, charges in e, atoms 1 to 6: 0.343, -0.552, -0.571, -0.182, 0.331, 0.307

=====

No. 3
C4H9NO2 | the ωB97M-V functional and the def2-TZVPD basis

Its total charge is +1. Its spin multiplicity is 2. The expectation value of S² is 0.76. The value obtained for the LUMO energy (spin up / spin down) is -4.85 / -9.31 eV. As for the largest force on an atom: 7.4 eV/Å. The HOMO energy (spin up / spin down) is -0.556 / -0.554 Eh.

```
16
C4H9NO2, DFT the ωB97M-V functional and the def2-TZVPD basis
H 0.9846 0.5829 0.7177
H 1.9971 -1.1199 0.2279
C -0.0223 1.6511 -0.9499
H -0.9573 -0.5390 -1.0285
C -0.7742 -0.4474 0.0510
H -1.5808 -0.5821 0.7497
H -1.4460 1.6011 1.5631
C 0.0073 0.9062 0.3705
H 0.0435 2.6563 -0.8685
H -0.9375 1.4070 -1.4734
O -0.7040 -2.7539 0.5511
N 1.4101 -1.8517 0.0804
H 0.7680 1.2869 -1.7995
O -0.5246 1.7099 1.4202
C 0.0012 -1.7354 0.2228
H 1.7348 -2.7720 0.1655
```

Mulliken population analysis, charges in e, atoms 1 to 6: 0.203, 0.224, -1.340, 0.313, -0.591, 0.312

=====

No. 4
C4H9NO2 | the ωB97M-V functional and the def2-TZVPD basis

Its total charge is +1. Its spin multiplicity is 2. The expectation value of S² is 0.75. The value obtained for the LUMO energy (spin up / spin down) is -3.30 / -8.52 eV. As for the largest force on an atom: 3.4 eV/Å. The HOMO energy (spin up / spin down) is -0.562 / -0.559 Eh.

```
16
C4H9NO2, DFT the ωB97M-V functional and the def2-TZVPD basis
H 1.0126 -2.4365 1.9270
N -1.1692 0.2445 -0.5346
C -0.3059 0.1011 0.5980
H -1.4814 0.5498 -2.5413
C -0.6585 0.3394 -1.8649
O 0.3527 -1.7213 1.9220
O 0.3186 -2.0829 -0.2817
H 0.1110 1.1088 -1.9443
H 0.6171 2.0358 0.8554
H -0.1860 -0.5814 -2.2150
C 0.1509 -1.3892 0.6740
H -1.7912 1.0350 -0.3560
H -0.9548 0.1666 1.4694
H 1.5074 0.6771 1.6310
H 1.5555 0.9562 -0.1129
C 0.9214 0.9968 0.7740
```

Mulliken population analysis, charges in e, atoms 1 to 6: 0.384, 0.030, 0.302, 0.377, -0.768, -0.411